[1]
DFT (ωB97M-V with the def2-TZVPD basis set) results for one molecule with the formula C24H26Cl2N7O4P at a distorted geometry.

Summary:
* LUMO level: -0.113 eV
* structure (SMILES): CCN(CC)[P@@](=O)(Nc1ccc([N+](=O)[O-])cc1)c1c(C)nn(CCC#N)c1NC(=O)c1ccc(Cl)cc1Cl
* net charge: 0

Each line ends with the Löwdin charge.
Atoms and positions in Å:
C -2.590 -0.236 3.682  -0.07
C -1.685 -1.322 3.112  -0.27
N -1.790 -1.412 1.666  -0.23
C -2.576 -2.480 1.079  -0.26
C -4.004 -2.576 1.609  -0.08
P -0.820 -0.384 0.795  0.64
O 0.375 0.025 1.557  -0.28
N -0.481 -1.203 -0.661  -0.02
C 0.496 -2.155 -0.803  -0.34
C 1.005 -2.828 0.312  -0.02
C 1.980 -3.785 0.159  0.02
C 2.455 -4.090 -1.116  -0.17
N 3.466 -5.083 -1.275  -0.37
O 3.876 -5.646 -0.277  0.07
O 3.865 -5.316 -2.402  0.07
C 1.950 -3.430 -2.236  0.01
C 0.979 -2.472 -2.080  -0.04
C -1.652 1.048 0.082  -0.13
C -2.941 1.309 -0.433  -0.33
C -4.199 0.552 -0.228  -0.02
N -2.923 2.401 -1.164  0.13
N -1.669 2.885 -1.153  -0.09
C -1.343 3.845 -2.178  -0.10
C -0.486 3.191 -3.291  -0.11
C -0.582 1.758 -3.242  -0.19
N -0.652 0.620 -3.139  0.21
C -0.865 2.095 -0.409  -0.23
N 0.477 2.229 -0.138  0.16
C 1.401 3.184 -0.421  -0.42
O 1.178 4.252 -0.956  0.07
C 2.771 2.802 0.040  -0.15
C 3.524 3.771 0.699  0.00
C 4.797 3.505 1.159  -0.09
C 5.341 2.247 0.942  -0.67
Cl 6.925 1.888 1.508  0.70
C 4.630 1.273 0.258  -0.12
C 3.349 1.553 -0.192  -0.55
Cl 2.527 0.329 -1.098  0.82
H -2.432 -0.140 4.753  0.07
H -2.347 0.714 3.207  0.07
H -3.638 -0.459 3.502  0.06
H -0.649 -1.076 3.363  0.10
H -1.921 -2.296 3.545  0.12
H -2.075 -3.442 1.258  0.12
H -2.593 -2.313 0.000  0.10
H -4.536 -1.640 1.481  0.05
H -4.012 -2.842 2.662  0.07
H -4.532 -3.353 1.060  0.08
H -0.746 -0.732 -1.523  0.05
H 0.632 -2.572 1.291  0.10
H 2.390 -4.308 1.009  0.12
H 2.338 -3.682 -3.211  0.12
H 0.587 -1.942 -2.936  0.10
H -5.001 1.052 -0.763  0.08
H -4.444 0.517 0.832  0.07
H -4.096 -0.464 -0.602  0.07
H -2.305 4.176 -2.571  0.13
H -0.795 4.688 -1.753  0.11
H 0.565 3.458 -3.148  0.12
H -0.802 3.540 -4.276  0.13
H 0.786 1.459 0.460  0.07
H 3.083 4.745 0.846  0.13
H 5.366 4.260 1.678  0.11
H 5.067 0.305 0.072  0.11

---

[2]
DFT (ωB97M-V with the def2-TZVPD basis set) results for C24H26ClN3W as an isolated structure at a distorted geometry.

Summary:
* LUMO level (spin up / spin down): -7.188 / -8.634 eV
* energy above the lowest of the compared OMol25 structures with the same formula, charge and spin: 1.9 kcal/mol
* multiplicity: 3
* net charge: +2

Each line ends with the Mulliken spin population.
Atoms and positions in Å:
C 0.225 0.748 -6.397  0.00
C 1.608 1.311 -6.735  0.00
C 0.013 -0.580 -7.129  0.00
C -0.855 1.752 -6.812  0.00
Cl 0.108 0.459 -4.598  0.00
H 0.068 -0.422 -8.214  0.00
H -0.965 -1.007 -6.895  0.00
H 0.780 -1.308 -6.852  0.00
H 1.685 1.483 -7.817  0.00
H 2.401 0.616 -6.445  0.00
H 1.784 2.263 -6.226  0.00
H -0.809 1.925 -7.894  0.00
H -0.714 2.711 -6.307  0.00
H -1.853 1.380 -6.567  0.00
C 2.104 -1.307 0.706  -0.14
C 1.394 -2.159 -0.200  0.14
C 0.969 -1.361 -1.318  -0.09
H 1.284 -3.238 -0.108  0.01
C 1.409 0.007 -1.076  -0.08
C 2.151 0.006 0.155  0.16
H 2.725 0.846 0.537  0.01
H 2.622 -1.635 1.603  0.00
H 0.563 -1.729 -2.259  0.00
H 1.354 0.820 -1.793  0.00
C -1.854 1.191 0.306  0.06
C -2.434 0.032 0.936  -0.04
C -2.461 -1.039 -0.029  0.06
H -2.933 0.024 1.900  0.00
C -1.917 -0.535 -1.255  0.02
C -1.518 0.839 -1.042  -0.01
H -1.120 1.510 -1.801  0.00
H -1.833 2.191 0.732  0.01
H -2.911 -2.019 0.124  0.00
H -1.914 -1.062 -2.206  0.00
W -0.402 -0.451 0.278  1.84
N -0.340 1.504 10.925  0.00
C -0.202 1.257 9.788  0.00
C -0.049 0.928 8.400  0.00
C -0.891 1.512 7.439  0.00
C -0.813 1.112 6.099  0.00
C 0.066 0.076 5.769  0.00
C 0.937 -0.484 6.702  0.00
C 0.909 -0.023 8.015  0.00
N 0.000 -0.524 4.487  0.01
C 0.301 -1.874 4.228  0.00
C 0.126 -2.059 2.901  0.01
N -0.226 -0.834 2.317  0.03
C -0.364 0.059 3.334  0.02
H -1.607 2.278 7.745  0.00
H -1.454 1.550 5.333  0.00
H 1.637 -1.271 6.398  0.00
H 1.626 -0.417 8.739  0.00
H 0.622 -2.545 5.006  0.00
H 0.257 -2.974 2.346  0.00
H -0.670 1.099 3.267  -0.01

---

[3]
DFT (ωB97M-V with the def2-TZVPD basis set) results for C24H26CrF6N5O4S2 as an isolated structure at a distorted geometry.

Summary:
* LUMO level (spin up / spin down): -2.557 / -1.365 eV
* energy above the lowest of the compared OMol25 structures with the same formula, charge and spin: 24.8 kcal/mol
* multiplicity: 4
* net charge: 0

Each line ends with the Mulliken spin population.
Atoms and positions in Å:
Cr -0.740 -0.355 -0.225  3.20
C 1.070 -2.792 -1.834  0.04
C 0.727 -1.915 -3.081  -0.02
C 0.797 -0.401 -2.904  0.03
N -0.360 0.014 -2.104  -0.16
C -0.994 1.153 -2.518  0.03
C -1.544 1.085 -3.819  -0.10
C -2.034 2.130 -4.579  0.07
C -2.141 3.472 -4.211  -0.09
C -1.981 4.161 -3.017  0.06
C -1.720 3.505 -1.762  -0.09
C -1.314 2.182 -1.460  0.16
N -1.308 1.653 -0.236  -0.12
C -1.828 2.393 0.907  0.01
C -1.096 2.095 2.186  0.04
C -1.422 0.669 2.695  -0.01
N -1.306 -0.460 1.779  -0.02
C -1.554 -1.708 2.282  0.00
C -2.147 -1.859 3.484  -0.02
C -2.156 -3.031 4.305  0.02
C -1.615 -4.269 4.127  -0.02
C -1.264 -4.839 2.894  0.03
C -1.287 -4.123 1.675  -0.01
C -1.287 -2.764 1.381  0.08
N -1.107 -2.317 0.104  -0.17
C -1.278 -3.275 -0.974  0.08
C 0.010 -3.875 -1.514  -0.02
H 1.261 -2.197 -0.922  0.00
H 1.982 -3.377 -2.174  0.00
H -0.288 -2.130 -3.474  0.00
H 1.392 -2.165 -3.933  0.00
H 0.808 0.072 -3.828  0.01
H 1.672 0.030 -2.421  -0.01
H -1.606 0.057 -4.186  -0.01
H -2.447 1.874 -5.582  0.00
H -2.442 4.195 -5.071  0.00
H -2.133 5.227 -2.921  0.00
H -1.819 4.180 -0.892  -0.01
H -2.941 2.149 1.001  -0.02
H -1.598 3.460 0.662  0.00
H -1.339 2.724 3.027  0.00
H 0.013 2.172 2.021  -0.01
H -2.430 0.717 3.097  0.00
H -0.799 0.586 3.596  0.00
H -2.456 -0.914 3.910  0.00
H -2.628 -2.798 5.282  0.00
H -1.423 -4.749 5.085  0.00
H -0.997 -5.933 2.850  0.00
H -0.981 -4.684 0.813  0.00
H -1.839 -2.631 -1.712  -0.01
H -1.920 -4.106 -0.677  0.01
H -0.247 -4.433 -2.424  0.00
H 0.487 -4.608 -0.806  0.00
F 2.713 -0.152 2.991  0.00
C 3.785 -0.288 2.208  0.00
F 3.925 -1.627 1.992  0.00
F 4.855 0.130 2.919  0.00
S 3.555 0.779 0.626  0.00
O 2.141 1.131 0.693  0.00
O 3.917 -0.162 -0.430  0.00
N 4.627 1.895 0.783  0.00
S 4.491 3.457 1.235  0.00
O 5.749 4.054 0.972  0.00
O 3.807 3.608 2.524  0.00
C 3.247 4.325 0.124  0.00
F 3.599 4.174 -1.168  0.00
F 1.971 3.790 0.260  0.00
F 3.218 5.641 0.367  0.00

---

[4]
DFT (ωB97M-V with the def2-TZVPD basis set) results for C24H26F3InN4OP as an isolated structure at a distorted geometry.

Summary:
* LUMO level: 2.160 eV
* energy above the lowest of the compared OMol25 structures with the same formula, charge and spin: 0.0 kcal/mol
* net charge: -1

Each line ends with the Löwdin charge.
Atoms and positions in Å:
C 3.225 -0.029 1.444  0.00
C 2.333 0.693 1.024  -0.25
C 1.176 1.510 0.387  -0.32
In 1.786 3.481 -0.502  0.55
P 4.002 4.396 0.333  0.45
O 4.314 4.113 1.807  -0.64
C 1.809 3.235 -2.785  -0.50
F 2.042 1.878 -3.124  -0.05
F 0.484 3.541 -3.222  -0.06
F 2.758 4.087 -3.408  -0.04
H 3.856 -0.927 1.648  0.03
H 0.333 1.673 1.133  0.03
H 0.720 0.890 -0.450  0.02
H 0.502 4.686 -0.144  -0.10
H 5.065 4.009 -0.567  -0.07
H 3.924 5.839 0.197  -0.07
N -1.914 0.567 -0.359  0.08
C -2.081 -0.758 -0.442  -0.15
C -3.178 -1.362 -1.037  -0.09
C -4.163 -0.549 -1.574  -0.10
C -4.015 0.828 -1.499  -0.08
C -2.878 1.332 -0.887  -0.13
H -1.285 -1.352 -0.004  0.11
H -3.259 -2.441 -1.077  0.10
H -5.037 -0.983 -2.047  0.10
H -4.764 1.495 -1.908  0.10
H -2.714 2.402 -0.807  0.11
N 5.910 -1.336 -6.571  0.04
C 4.799 -1.824 -6.004  -0.17
C 3.881 -1.050 -5.313  -0.07
C 4.126 0.309 -5.195  -0.06
C 5.270 0.839 -5.771  -0.07
C 6.123 -0.020 -6.445  -0.17
H 4.652 -2.894 -6.120  0.10
H 2.997 -1.499 -4.877  0.10
H 3.432 0.948 -4.661  0.09
H 5.494 1.896 -5.699  0.10
H 7.029 0.348 -6.915  0.10
N 1.854 -1.410 3.650  0.06
C 1.617 -0.309 4.370  -0.14
C 0.752 -0.267 5.454  -0.07
C 0.092 -1.432 5.812  -0.10
C 0.320 -2.587 5.079  -0.09
C 1.206 -2.523 4.015  -0.15
H 2.155 0.577 4.048  0.10
H 0.601 0.653 6.003  0.10
H -0.593 -1.440 6.652  0.10
H -0.178 -3.516 5.328  0.09
H 1.420 -3.401 3.414  0.10
N -4.683 -2.920 2.716  0.06
C -4.640 -1.738 2.088  -0.14
C -5.748 -0.929 1.888  -0.07
C -6.974 -1.369 2.361  -0.09
C -7.045 -2.591 3.014  -0.09
C -5.878 -3.322 3.165  -0.16
H -3.660 -1.438 1.733  0.09
H -5.653 0.019 1.375  0.10
H -7.865 -0.767 2.224  0.10
H -7.986 -2.967 3.396  0.10
H -5.882 -4.282 3.672  0.10

---

[5]
DFT (ωB97M-V with the def2-TZVPD basis set) results for C24H26F6FeN3O3 as an isolated structure at a distorted geometry.

Summary:
* LUMO level (spin up / spin down): -4.094 / -8.367 eV
* energy above the lowest of the compared OMol25 structures with the same formula, charge and spin: 0.0 kcal/mol
* multiplicity: 5
* net charge: +1

Each line ends with the Mulliken spin population.
Atoms and positions in Å:
C 0.739 -0.727 -4.030  0.00
C 0.025 -0.610 -2.714  -0.01
C -1.224 -0.120 -2.616  0.03
Fe -1.183 3.922 -4.160  2.75
C -2.451 3.004 -5.142  0.00
O -3.061 2.379 -5.913  0.04
C 0.190 2.996 -4.945  0.02
O 0.984 2.364 -5.539  -0.01
C -2.384 4.668 -2.775  0.05
C -1.617 5.715 -3.408  0.02
C -0.221 5.410 -3.233  0.03
C -0.125 4.180 -2.487  0.05
C -1.459 3.745 -2.173  0.02
H 0.742 -1.774 -4.355  0.00
H 0.261 -0.133 -4.819  0.00
H 1.799 -0.431 -3.987  0.00
H 0.559 -0.779 -1.782  0.00
H -1.811 0.170 -3.492  -0.01
H -1.646 0.053 -1.633  0.00
H -3.471 4.621 -2.715  0.00
H -2.018 6.619 -3.854  0.00
H 0.614 6.004 -3.600  0.01
H 0.793 3.720 -2.121  0.00
H -1.719 2.888 -1.545  0.03
O -0.502 -0.751 1.039  0.00
C -0.468 -1.829 1.638  -0.03
N -0.235 -3.018 0.997  0.10
C -0.048 -3.085 -0.459  -0.01
C 1.445 -2.941 -0.788  0.02
C 2.220 -4.255 -0.583  0.00
C 3.373 -4.243 -1.601  0.00
C 3.064 -3.120 -2.593  0.00
N 1.851 -2.428 -2.083  0.02
N -0.622 -1.975 3.022  0.33
C -0.673 -0.941 3.957  0.21
C -0.380 -1.209 5.310  0.12
C -0.448 -0.194 6.254  0.02
C -0.095 -0.487 7.688  0.01
F -0.978 0.101 8.553  0.00
F -0.087 -1.823 7.968  0.00
F 1.148 0.002 8.005  0.00
C -0.810 1.102 5.906  0.12
C -1.092 1.358 4.570  0.01
C -1.513 2.755 4.207  0.01
F -1.726 2.904 2.869  0.00
F -2.678 3.112 4.837  0.00
F -0.572 3.683 4.567  0.00
C -1.004 0.370 3.594  0.11
H -0.491 -3.868 1.483  -0.01
H -0.376 -4.084 -0.765  0.00
H -0.647 -2.339 -0.989  0.00
H 1.807 -2.175 -0.072  0.00
H 2.576 -4.241 0.451  0.00
H 1.545 -5.106 -0.731  0.00
H 4.282 -3.931 -1.078  0.00
H 3.539 -5.220 -2.071  0.00
H 3.915 -2.420 -2.710  0.00
H 2.860 -3.500 -3.599  0.00
H 2.140 -1.464 -1.967  0.00
H -0.495 -2.913 3.382  -0.03
H -0.089 -2.210 5.612  0.00
H -0.869 1.878 6.662  -0.02
H -1.181 0.622 2.555  0.01

---

[6]
DFT (ωB97M-V with the def2-TZVPD basis set) results for C24H26HgN4Si as an isolated structure at a distorted geometry.

Summary:
* LUMO level: -0.571 eV
* energy above the lowest of the compared OMol25 structures with the same formula, charge and spin: 0.0 kcal/mol
* net charge: 0

Each line ends with the Löwdin charge.
Atoms and positions in Å:
C 1.263 3.434 1.096  -0.20
C 0.219 3.465 0.113  -0.22
C -1.026 3.326 0.797  -0.22
H 0.349 3.577 -0.964  0.06
C -0.760 3.222 2.199  -0.25
C 0.657 3.245 2.384  -0.23
H 1.175 3.137 3.341  0.05
H 2.333 3.548 0.913  0.06
H -2.010 3.303 0.331  0.06
H -1.509 3.120 2.985  0.05
Hg -0.426 -0.400 1.292  1.00
C -1.214 -2.227 -3.567  -0.10
H -1.912 -1.727 -2.862  0.00
H -1.728 -2.337 -4.551  0.03
H -0.307 -1.620 -3.750  0.01
Si -0.132 -0.574 -1.145  0.50
C 1.601 -0.475 -1.788  -0.36
C 2.300 0.739 -1.743  -0.10
H 1.848 1.602 -1.244  0.09
C 3.559 0.828 -2.344  -0.07
H 4.096 1.778 -2.315  0.11
C 4.096 -0.294 -2.987  -0.09
H 5.070 -0.218 -3.468  0.10
C 3.418 -1.518 -2.993  -0.09
H 3.832 -2.388 -3.506  0.10
C 2.191 -1.626 -2.339  -0.12
H 1.666 -2.583 -2.278  0.09
C -1.158 0.695 -2.067  -0.35
C -0.667 1.295 -3.239  -0.10
H 0.354 1.097 -3.574  0.10
C -1.463 2.194 -3.955  -0.08
H -1.080 2.632 -4.880  0.10
C -2.732 2.543 -3.475  -0.08
H -3.361 3.236 -4.045  0.10
C -3.194 1.995 -2.272  -0.09
H -4.157 2.302 -1.869  0.10
C -2.415 1.074 -1.576  -0.14
H -2.750 0.680 -0.618  0.08
H -0.462 -2.017 -1.201  -0.05
H -0.904 -3.219 -3.135  0.03
N -0.545 -1.321 5.500  0.10
C -0.690 0.015 5.841  -0.05
C -0.625 0.712 4.661  -0.08
N -0.469 -0.184 3.604  0.00
C -0.389 -1.411 4.152  -0.27
C -0.191 -2.655 3.416  -0.28
N -0.004 -2.745 2.090  0.01
C 0.166 -4.083 1.787  -0.10
C 0.076 -4.825 2.951  -0.06
N -0.142 -3.905 3.967  0.09
H -0.540 -2.130 6.105  0.15
H -0.823 0.310 6.866  0.12
H -0.685 1.776 4.488  0.09
H 0.320 -4.421 0.774  0.11
H 0.147 -5.880 3.135  0.11
H -0.266 -4.100 4.963  0.16